# 1
ORCA calculation (ωB97M-V with the def2-TZVPD basis set) on a 18-piece molecular cluster, C22H64BClF8INO25P overall in a non-equilibrium geometry.

ORCA input file:
```
! RIJCOSX wB97M-V def2-TZVPD def2/J DEFGRID3
* xyz 1 1
C 3.122 -1.857 -2.156
C 2.202 -1.259 -1.681
C 1.041 -0.553 -1.158
C 0.715 -1.289 0.203
C 1.861 -2.018 0.871
O 1.355 -2.252 2.220
C 2.302 -2.829 3.006
O 2.815 -2.257 3.916
C 1.283 0.912 -0.730
I 2.282 2.195 -2.255
C 2.209 1.169 0.468
C 3.725 0.920 0.276
C 4.574 2.188 0.475
C 5.901 2.147 -0.264
F 5.879 1.340 -1.353
F 6.910 1.732 0.548
C 6.303 3.556 -0.778
F 7.525 3.572 -1.301
F 5.433 3.917 -1.752
F 6.211 4.466 0.202
C -0.286 1.389 -0.619
Cl -0.529 2.694 -1.909
C -0.808 2.150 0.611
C -0.506 1.616 2.010
O -1.656 0.967 2.584
C -2.471 1.737 3.334
O -3.431 1.274 3.866
C -1.174 0.246 -1.211
C -2.204 -0.418 -0.317
C -3.669 -0.284 -0.822
O -3.830 0.404 -2.032
C -4.553 0.347 0.260
F -5.790 0.579 -0.244
F -4.082 1.537 0.677
F -4.691 -0.492 1.290
N -0.201 -0.611 -2.017
B -0.087 -0.184 -3.505
O -1.253 0.000 -4.188
O 1.113 -0.072 -4.059
C 1.222 0.615 -5.316
P -0.712 -2.443 -2.244
C -2.430 -2.430 -2.815
O 0.133 -2.812 -3.592
H 3.845 -2.471 -2.633
H 0.342 -0.585 0.939
H -0.078 -2.016 0.091
H 2.766 -1.430 0.976
H 2.051 -2.993 0.430
H 2.555 -3.864 2.735
H 2.089 2.225 0.708
H 1.918 0.625 1.361
H 4.034 0.242 1.071
H 3.963 0.405 -0.645
H 4.807 2.274 1.532
H 4.013 3.064 0.168
H -0.470 3.175 0.541
H -1.888 2.209 0.511
H -0.246 2.458 2.647
H 0.306 0.912 2.096
H -2.230 2.803 3.421
H -1.690 0.793 -1.978
H -2.000 -1.464 -0.105
H -2.164 0.033 0.674
H -4.097 -1.269 -0.967
H -3.563 1.332 -1.946
H -1.598 0.912 -4.113
H 0.824 0.002 -6.116
H 2.281 0.765 -5.495
H 0.748 1.591 -5.276
H -2.465 -3.112 -3.663
H -3.018 -2.876 -2.020
H -2.841 -1.480 -3.145
H 0.422 -3.728 -3.474
O 3.937 -3.902 6.229
H 3.624 -4.769 5.940
H 3.404 -3.270 5.731
O -1.396 4.764 1.935
H -1.381 5.589 2.434
H -2.306 4.682 1.629
O -8.281 1.219 1.228
H -8.696 0.439 0.843
H -7.341 1.034 1.175
O 1.336 4.615 -4.939
H 2.274 4.811 -4.846
H 1.084 4.205 -4.105
O -5.447 2.548 -2.749
H -5.713 1.771 -2.243
H -6.122 3.208 -2.542
O -1.867 -4.763 -0.662
H -2.079 -5.692 -0.795
H -1.542 -4.753 0.245
O -8.112 -1.701 0.015
H -8.572 -2.485 0.334
H -7.250 -1.741 0.440
O -10.205 0.256 -1.446
H -9.454 -0.134 -0.984
H -10.277 1.146 -1.085
O 4.534 -6.604 5.131
H 5.410 -6.331 4.838
H 4.665 -7.486 5.495
O 5.380 -1.213 7.440
H 5.055 -2.017 7.020
H 5.953 -0.807 6.783
O -0.999 -6.695 1.105
H -1.417 -7.515 1.389
H -0.145 -6.692 1.555
O -2.144 2.455 -5.168
H -2.005 2.890 -6.015
H -3.100 2.490 -5.032
O -1.182 6.655 -2.843
H -0.883 5.796 -2.531
H -0.739 6.766 -3.692
O 9.011 5.975 0.846
H 8.272 5.365 0.768
H 9.632 5.690 0.170
O 5.221 -5.281 9.128
H 4.369 -4.871 9.306
H 5.435 -4.986 8.236
O 1.762 -7.117 0.076
H 2.695 -7.352 0.125
H 1.340 -7.881 -0.330
O -5.603 4.792 -0.649
H -5.488 3.887 -0.344
H -5.020 4.867 -1.412
*
```

## Properties
E_HOMO   -11.792 eV
E_tot   -128852.576 eV
Max |F|   2.3 eV/A
Energy relative to the best compared isomer or geometry (same formula, charge and spin)   0.00 kJ/mol



# 2
ORCA calculation (ωB97M-V with the def2-TZVPD basis set) on a 9-piece molecular cluster, C22H64N2O9 overall in a non-equilibrium geometry.

ORCA input file:
```
! RIJCOSX wB97M-V def2-TZVPD def2/J DEFGRID3
* xyz 0 1
C 1.547 1.282 -4.783
O 1.296 2.581 -4.249
C 0.402 3.364 -5.067
C 0.424 4.856 -4.614
C -0.593 5.783 -5.239
N 1.684 5.528 -4.731
H 2.027 0.584 -4.096
H 2.171 1.299 -5.676
H 0.658 0.706 -5.038
H 0.732 3.232 -6.097
H -0.550 2.870 -4.870
H 0.205 4.920 -3.549
H -1.579 5.358 -5.053
H -0.414 5.883 -6.309
H -0.629 6.772 -4.781
H 2.280 5.057 -4.065
H 2.050 5.203 -5.614
C -0.653 -7.198 7.102
O -0.038 -6.249 6.187
C -0.795 -5.084 6.034
C -0.042 -3.980 5.284
C 1.093 -3.381 6.128
N -0.936 -2.918 4.912
H -0.080 -8.122 7.181
H -1.553 -7.494 6.561
H -0.874 -6.840 8.108
H -1.793 -5.365 5.699
H -1.037 -4.678 7.016
H 0.338 -4.296 4.313
H 1.528 -2.551 5.571
H 1.833 -4.164 6.295
H 0.819 -2.943 7.088
H -1.524 -3.339 4.207
H -0.485 -2.173 4.399
C -1.096 -3.980 -4.211
C -2.314 -3.092 -4.059
O -2.921 -3.377 -2.757
H -1.410 -5.022 -4.267
H -0.406 -3.977 -3.367
H -0.538 -3.910 -5.144
H -3.063 -3.230 -4.840
H -2.046 -2.036 -4.046
H -3.612 -2.712 -2.703
C 3.741 -3.545 0.204
C 4.746 -3.181 1.325
O 4.457 -1.881 1.713
H 3.915 -4.505 -0.283
H 3.713 -2.771 -0.563
H 2.715 -3.590 0.570
H 5.777 -3.199 0.971
H 4.521 -3.883 2.129
H 5.359 -1.614 1.905
C 3.972 5.252 -0.517
C 4.852 4.163 -1.111
O 4.573 4.073 -2.445
H 2.927 4.946 -0.461
H 4.065 6.171 -1.096
H 4.377 5.592 0.436
H 4.677 3.233 -0.571
H 5.919 4.344 -0.984
H 3.862 3.437 -2.555
C -2.438 -7.475 -0.154
C -1.606 -6.565 0.695
O -2.380 -5.422 0.922
H -1.881 -8.370 -0.433
H -2.699 -6.981 -1.089
H -3.335 -7.835 0.350
H -0.703 -6.250 0.171
H -1.204 -6.988 1.615
H -2.531 -4.971 0.089
C -4.217 3.729 -1.683
C -5.425 4.137 -2.463
O -6.519 3.301 -2.326
H -4.515 3.598 -0.643
H -3.440 4.490 -1.618
H -3.636 2.888 -2.062
H -5.267 4.295 -3.530
H -5.692 5.131 -2.104
H -7.033 3.394 -3.132
C -0.535 -0.145 0.093
C 0.605 0.754 0.415
O 1.048 0.531 1.704
H -0.771 -0.061 -0.967
H -1.416 0.000 0.719
H -0.173 -1.148 0.317
H 0.328 1.798 0.267
H 1.415 0.577 -0.293
H 1.691 -0.181 1.694
C -1.271 7.179 3.522
C -0.201 6.127 3.730
O -0.597 5.073 2.927
H -1.085 7.656 2.559
H -1.114 7.971 4.254
H -2.284 6.805 3.669
H -0.073 5.920 4.793
H 0.744 6.528 3.362
H -0.059 4.298 3.101
*
```

## Properties
E_HOMO   -9.015 eV
E_tot   -45254.217 eV
Max |F|   3.0 eV/A
Energy relative to the best compared isomer or geometry (same formula, charge and spin)   333.58 kJ/mol



# 3
ORCA calculation (ωB97M-V with the def2-TZVPD basis set) on a 8-piece molecular cluster, C22H64N6O9 overall in a non-equilibrium geometry.

ORCA input file:
```
! RIJCOSX wB97M-V def2-TZVPD def2/J DEFGRID3
* xyz 0 1
N -0.491 -0.003 -0.044
H -1.167 0.536 -0.525
H -0.748 -0.450 0.709
H 0.365 0.521 -0.119
H -0.396 -0.682 -0.763
C -2.553 2.116 -2.755
O -2.432 2.392 -1.548
O -2.873 3.198 -3.648
O -2.299 1.067 -3.328
H -2.694 3.952 -2.998
C -0.751 -3.606 -4.073
C -1.380 -2.227 -4.215
C -2.834 -2.301 -4.838
O -2.904 -2.919 -6.022
C -4.205 -2.772 -6.751
N -1.451 -1.678 -2.959
H -1.339 -4.295 -3.406
H 0.229 -3.738 -3.708
H -0.721 -3.928 -5.087
H -0.748 -1.645 -4.738
H -2.992 -1.361 -4.861
H -3.444 -2.592 -4.357
H -4.409 -3.747 -7.380
H -4.173 -1.844 -7.131
H -5.101 -2.599 -5.996
H -2.390 -1.828 -2.539
H -1.664 -0.724 -2.912
C 1.524 3.374 3.846
C 1.292 2.017 3.176
C 2.118 0.873 3.721
O 3.513 1.151 3.740
C 4.301 0.168 4.420
N -0.093 1.622 3.332
H 2.651 3.634 3.981
H 1.133 3.242 4.839
H 0.883 4.240 3.206
H 1.661 2.094 2.061
H 2.154 -0.063 3.153
H 2.021 0.893 4.764
H 4.127 -0.832 4.351
H 4.397 0.225 5.460
H 5.248 0.226 3.769
H -0.484 2.321 2.551
H -0.384 1.679 4.301
C -2.414 -1.739 2.577
C -1.315 -2.442 3.493
C -1.200 -3.957 3.192
O -2.378 -4.739 3.657
C -2.396 -6.068 3.604
N -0.104 -1.842 2.904
H -2.578 -0.663 2.544
H -3.236 -2.367 2.807
H -2.504 -2.208 1.525
H -1.518 -2.327 4.677
H -0.269 -4.240 3.745
H -1.058 -4.302 2.129
H -2.624 -6.403 2.485
H -3.339 -6.560 4.162
H -1.449 -6.705 3.965
H 0.124 -0.861 3.382
H 0.654 -2.332 3.267
C 3.196 -1.908 0.685
C 3.528 -0.803 -0.308
C 4.935 -1.132 -0.877
O 5.763 -1.016 0.224
C 7.145 -0.970 -0.045
N 2.601 -0.865 -1.403
H 2.758 -2.766 0.084
H 2.420 -1.519 1.216
H 3.798 -2.118 1.454
H 3.612 0.200 0.129
H 5.043 -0.366 -1.631
H 4.968 -2.091 -1.351
H 7.760 -0.955 0.933
H 7.350 -0.028 -0.702
H 7.518 -1.963 -0.589
H 2.775 -1.839 -1.913
H 2.739 -0.221 -2.228
C 0.831 3.258 -1.218
C 0.108 3.942 -0.200
C -0.618 5.161 -0.867
O 0.303 6.212 -1.164
C -0.359 6.963 -2.181
N -0.735 2.993 0.419
H 1.622 2.670 -0.984
H 1.269 3.993 -1.868
H 0.145 2.423 -1.783
H 0.816 4.332 0.686
H -1.404 5.583 -0.003
H -1.424 4.956 -1.611
H 0.220 7.930 -2.306
H -1.505 7.116 -2.173
H -0.301 6.338 -3.065
H -1.363 2.802 -0.193
H -1.338 3.584 1.031
C -4.775 0.660 0.496
O -3.603 0.252 -0.210
H -5.334 1.265 -0.305
H -4.359 1.286 1.169
H -5.386 -0.185 0.830
H -3.610 0.871 -0.973
*
```

## Properties
E_HOMO   -8.707 eV
E_tot   -51204.444 eV
Max |F|   19.9 eV/A
Energy relative to the best compared isomer or geometry (same formula, charge and spin)   0.00 kJ/mol



# 4
ORCA calculation (ωB97M-V with the def2-TZVPD basis set) on a 12-piece molecular cluster, C22H65O14 overall in a non-equilibrium geometry.

ORCA input file:
```
! RIJCOSX wB97M-V def2-TZVPD def2/J DEFGRID3
* xyz -1 1
C -0.629 0.956 -0.051
O -0.686 2.164 -0.238
O 0.481 0.350 0.124
O -1.650 0.317 -0.195
H 1.338 0.927 -0.063
C -1.594 3.205 2.751
O -2.054 3.541 1.452
H -2.209 2.510 3.394
H -1.349 4.101 3.573
H -0.641 2.570 2.406
H -1.495 3.109 0.655
C 2.616 3.924 -0.202
O 1.725 3.335 0.846
H 2.519 3.296 -0.977
H 3.574 3.807 0.324
H 2.110 4.842 -0.356
H 0.896 3.158 0.533
C -3.829 2.037 -1.889
O -3.812 1.853 -0.540
H -3.215 1.394 -2.494
H -3.377 3.030 -2.185
H -4.867 1.827 -2.137
H -2.858 1.605 -0.573
C -1.118 -3.000 -0.530
O 0.059 -2.379 -0.033
H -1.274 -3.854 -0.029
H -0.949 -3.336 -1.328
H -1.999 -2.290 -0.433
H 0.103 -1.427 -0.044
C -0.732 5.142 -1.476
O -0.433 3.919 -2.191
H -1.018 4.726 -0.537
H -1.726 5.817 -1.732
H 0.049 5.769 -1.527
H -0.593 3.289 -1.348
C -2.118 -1.092 -3.465
O -1.137 -0.390 -2.827
H -2.925 -0.552 -4.020
H -2.535 -1.572 -2.693
H -1.728 -1.912 -4.030
H -1.202 -0.255 -1.787
C 3.125 -1.318 -2.606
C 2.595 -0.112 -3.254
C 3.713 0.607 -4.144
O 1.489 -0.390 -4.064
H 2.404 -1.671 -2.022
H 4.160 -1.276 -2.039
H 3.418 -2.050 -3.409
H 2.375 0.704 -2.545
H 3.822 -0.011 -4.735
H 4.337 0.898 -3.587
H 3.416 1.515 -4.596
H 0.746 -0.588 -3.535
C -7.172 -1.643 1.005
C -5.854 -0.929 0.685
C -4.805 -1.716 -0.081
O -6.010 0.288 -0.050
H -7.009 -2.557 1.526
H -7.637 -1.640 0.150
H -7.665 -0.893 1.552
H -5.407 -0.743 1.770
H -3.941 -0.923 -0.038
H -5.113 -1.580 -1.171
H -4.496 -2.765 0.037
H -5.250 0.916 0.035
C 2.578 -4.197 1.066
C 2.312 -3.285 2.309
C 2.943 -1.911 2.192
O 0.876 -3.133 2.421
H 2.087 -5.223 1.221
H 3.688 -4.496 0.871
H 2.161 -3.658 0.109
H 2.823 -3.801 3.197
H 2.455 -1.540 1.263
H 4.113 -1.972 2.386
H 2.645 -1.193 3.062
H 0.362 -2.902 1.648
C -1.939 -0.317 4.477
C -2.012 -0.623 3.045
C -2.573 -2.026 2.913
O -2.874 0.257 2.406
H -1.669 0.782 4.695
H -1.255 -0.901 4.935
H -2.989 -0.517 5.009
H -1.048 -0.613 2.649
H -3.590 -2.140 3.433
H -2.084 -2.893 3.445
H -2.474 -2.486 1.923
H -2.611 0.031 1.413
C 5.011 1.151 -0.028
C 6.279 0.257 0.204
C 6.307 -1.193 -0.302
O 7.349 0.980 -0.520
H 5.199 1.457 -1.018
H 5.103 2.028 0.471
H 4.302 0.598 0.178
H 6.653 0.238 1.154
H 6.253 -1.054 -1.331
H 5.380 -1.721 0.079
H 7.165 -1.738 0.089
H 8.119 1.141 -0.083
*
```

## Properties
E_HOMO   -6.551 eV
E_tot   -52521.028 eV
Max |F|   15.3 eV/A
Energy relative to the best compared isomer or geometry (same formula, charge and spin)   344.58 kJ/mol



no.,HOMO-LUMO gap (eV)
1,8.61
2,9.22
3,9.16
4,8.84